The following is a DFT calculation (ωB97M-V/def2-TZVPD) of a molecular structure, C24H48AlBrF3KMgNO4P2Si2.

Calculated values
- Kohn-Sham gap (eV) = 2.61
- E_tot (eV) = -176199.69282

```
! wB97M-V def2-TZVPD RIJCOSX def2/J DEFGRID3
* xyz 3 1
C -1.37230 2.90145 4.09241
C -0.88891 2.24776 2.68247
C -0.20501 3.36810 1.81086
Br -0.00712 2.83564 -0.12427
P 1.40095 4.02917 2.53709
P 1.07766 6.17128 3.05381
O 1.79105 6.46392 4.35690
H -0.79197 2.40347 4.89310
H -1.08524 3.97687 4.13234
H -2.50176 2.83212 4.25900
H -1.85546 1.95436 2.11381
H -0.27660 1.33704 2.79859
H -0.91533 4.22902 1.80762
H 1.84740 3.29575 3.67430
H 2.39297 4.05555 1.50638
H 1.65417 7.00980 2.02414
H -0.32911 6.44010 3.05989
C 1.75532 -4.55135 -5.68650
Si 2.05985 -3.39899 -4.23129
C 3.89134 -3.00842 -4.21745
C 1.63505 -4.35157 -2.67351
N 1.07339 -2.00425 -4.47604
Si 1.03221 -0.65263 -3.38655
C 2.69448 0.21204 -3.22409
C 0.42681 -1.12871 -1.67221
C -0.18289 0.61805 -4.06766
H 2.35876 -5.46022 -5.60970
H 0.70237 -4.84371 -5.74538
H 2.03423 -4.02939 -6.59965
H 4.47217 -3.93142 -4.30455
H 4.19248 -2.52194 -3.28936
H 4.16305 -2.35977 -5.05472
H 0.55856 -4.50861 -2.58780
H 1.98557 -3.83033 -1.78354
H 2.11705 -5.33273 -2.69209
H 3.40213 -0.37796 -2.64009
H 2.57732 1.17685 -2.71634
H 3.12925 0.40722 -4.20586
H -0.48387 -1.72783 -1.72997
H 0.20049 -0.22761 -1.09147
H 1.17914 -1.69210 -1.11854
H -1.18398 0.19110 -4.15173
H 0.13062 0.96572 -5.05363
H -0.23742 1.48704 -3.40041
O -0.14431 8.05361 0.99201
H -0.17021 8.27013 1.93717
C 6.97480 -7.26019 -4.39305
C 5.75637 -6.52858 -3.85473
C 5.23266 -7.18323 -2.58613
O 4.72398 -6.51644 -4.85109
H 6.72531 -8.29406 -4.64720
H 7.33453 -6.78549 -5.30757
H 7.78492 -7.26818 -3.66284
H 6.01506 -5.48709 -3.65010
H 4.92532 -8.21443 -2.78011
H 4.35201 -6.65286 -2.21483
H 5.99149 -7.18901 -1.80267
H 4.48872 -7.43096 -5.04084
K -3.54575 2.19259 2.85068
Mg 1.74985 -3.10478 -7.83599
F -5.35668 -1.10180 5.77200
C -5.04963 -0.76444 7.04180
C -4.20476 -1.58211 7.77595
C -3.88594 -1.23134 9.08270
C -4.42070 -0.07705 9.64127
C -5.27168 0.73229 8.89344
C -5.58481 0.39047 7.58340
H -3.80463 -2.48164 7.32615
H -3.22277 -1.85859 9.66384
H -4.17556 0.19222 10.66070
H -5.69210 1.62816 9.33198
H -6.24042 1.01169 6.98518
F -3.94996 4.99767 0.49333
C -3.78224 5.56692 -0.73559
C -4.81946 6.29541 -1.28453
C -4.65055 6.88139 -2.53234
C -3.45212 6.72355 -3.21881
C -2.42082 5.98513 -2.65570
C -2.58476 5.40713 -1.40292
H -5.74844 6.40204 -0.73889
H -5.45291 7.46078 -2.96908
H -3.32385 7.17823 -4.19254
H -1.48761 5.86044 -3.19298
H -1.79095 4.83829 -0.94401
O -3.98433 -4.83709 7.09834
H -4.76981 -4.91326 6.52458
F -6.32866 -4.16670 6.95719
Al 1.56179 4.00812 -1.67556
*
```

Here are the Löwdin charges for atoms 1 to 4, given in e:
1. C -0.11
2. C -0.33
3. C -0.78
4. Br 0.62